Formula: C22H31N2O3
Source: the OMol25 dataset
Level of theory: wB97M-V/def2-TZVPD

Geometry (Å):
C 5.33 2.61 1.03
O 4.00 2.49 0.58
C 3.60 1.33 0.00
C 4.39 0.18 -0.06
C 3.93 -0.99 -0.63
C 2.65 -1.06 -1.16
C 2.14 -2.32 -1.79
C 2.05 -3.52 -0.83
N 0.82 -3.52 -0.01
C 0.90 -2.98 1.37
C 0.55 -1.49 1.42
C -0.72 -1.18 0.65
O -0.97 -1.81 -0.40
N -1.50 -0.23 1.12
C -2.72 0.23 0.54
C -2.84 1.60 0.28
C -1.72 2.54 0.59
C -4.02 2.06 -0.28
C -5.08 1.20 -0.57
C -6.33 1.73 -1.18
C -4.93 -0.15 -0.27
C -3.77 -0.66 0.30
C -3.69 -2.11 0.65
C 1.86 0.09 -1.13
C 2.31 1.28 -0.57
O 1.40 2.29 -0.57
C 1.82 3.64 -0.54
H 5.54 1.93 1.86
H 6.05 2.44 0.22
H 5.43 3.64 1.38
H 5.39 0.20 0.35
H 4.58 -1.85 -0.66
H 1.16 -2.15 -2.24
H 2.82 -2.61 -2.59
H 2.92 -3.53 -0.18
H 2.05 -4.43 -1.42
H 0.45 -4.46 0.03
H 0.01 -2.84 -0.44
H 0.18 -3.53 1.99
H 1.90 -3.14 1.79
H 1.35 -0.90 0.96
H 0.46 -1.18 2.46
H -1.16 0.33 1.89
H -1.55 2.58 1.67
H -1.97 3.54 0.25
H -0.80 2.23 0.11
H -4.13 3.11 -0.49
H -7.09 0.95 -1.26
H -6.73 2.55 -0.59
H -6.13 2.11 -2.18
H -5.75 -0.83 -0.46
H -3.17 -2.66 -0.14
H -4.69 -2.53 0.75
H -3.15 -2.26 1.58
H 0.87 0.09 -1.56
H 0.94 4.22 -0.83
H 2.62 3.82 -1.25
H 2.13 3.94 0.46

Output
Gap between HOMO and LUMO   8.5 eV
Charge   +1
E_tot   -1191.9444 a.u.
ΔE to the lowest compared entry with this formula, charge and spin   10.5 kcal/mol
SMILES   COc1ccc(CC[NH2+]CCC(=O)Nc2c(C)cc(C)cc2C)cc1OC
E_HOMO   -10.87 eV